No. 1
C12H25N3O3 | ωB97M-V/def2-TZVPD

Computed properties:
- Charge: 0
- 2S+1: 1
- Structure (SMILES): CC(C)C[C@H](N)C(=O)N[C@@H](CCCCN)C(=O)O
- HOMO-LUMO gap: 9.236 eV
- Energy relative to the best compared isomer or geometry (same formula, charge and spin): 4.189 eV

Each line ends with the Mulliken charge.
CARTESIAN COORDINATES (ANGSTROEM)
C: -3.28820 2.74337 -1.51700  -1.342
C: -2.53911 3.32201 -0.37283  0.989
C: -3.06141 4.67723 -0.03636  -1.436
C: -2.81479 2.28905 0.81579  -1.824
C: -2.42834 0.92347 0.53745  0.544
N: -2.68503 -0.11881 1.56733  -0.691
C: -1.01135 0.77015 0.00562  0.286
O: -0.48025 1.70765 -0.43534  -0.678
N: -0.45186 -0.45839 0.12236  -0.111
C: 0.76688 -0.70466 -0.53957  -0.012
C: 2.00281 -1.04278 0.46097  -1.116
C: 2.19075 -2.50244 1.01274  -1.070
C: 3.15265 -3.41621 0.13874  -1.038
C: 4.53339 -2.74876 -0.16484  -0.263
N: 5.13121 -2.49313 1.02642  -0.376
C: 0.59112 -1.93651 -1.38474  0.237
O: -0.15093 -2.86233 -1.28198  -0.584
O: 1.66244 -2.10776 -2.25632  -0.481
H: -3.17230 3.52174 -2.41698  0.273
H: -4.33536 2.81935 -1.20250  0.341
H: -3.21027 1.67443 -1.94947  0.295
H: -1.39343 3.42130 -0.71672  0.294
H: -4.18220 4.60689 0.04989  0.305
H: -2.79037 5.45704 -0.87485  0.338
H: -2.60845 5.10730 0.90426  0.367
H: -3.75830 2.45732 0.88501  0.561
H: -2.45284 2.82929 1.73334  0.411
H: -3.06822 0.66955 -0.32486  0.193
H: -3.76574 -0.19323 1.60570  0.354
H: -2.51345 0.23496 2.52867  0.261
H: -1.08859 -1.27868 0.36082  0.362
H: 1.05532 0.05990 -1.26010  0.560
H: 2.96481 -0.46820 0.10409  0.454
H: 2.07214 -0.40783 1.42444  0.394
H: 1.25428 -2.97852 1.00118  0.433
H: 2.41528 -2.55746 2.00510  0.738
H: 3.24155 -4.34246 0.63239  0.548
H: 2.72010 -3.61902 -0.80800  0.333
H: 5.07858 -3.58798 -0.74194  0.231
H: 4.27307 -1.77949 -0.76373  0.254
H: 5.93870 -1.93483 1.15883  0.149
H: 4.77880 -2.89241 1.86306  0.125
H: 1.42690 -2.86011 -2.89604  0.393

Forces on the atoms, in the same order (eV/Å):
-1.3 1.1 -3.8
3.7 -1.4 -0.2
-0.3 2.1 -0.5
6.2 4.1 0.2
-0.1 -2.6 -0.1
-3.1 0.5 0.7
-2.5 -2.5 2.4
3.4 2.9 -2.1
-1.8 -1.3 0.5
1.8 -1.6 0.6
2.0 2.4 1.5
0.7 0.4 -4.6
0.0 2.5 0.3
-2.3 -1.4 -2.7
1.4 1.0 2.7
2.7 -1.8 -1.1
-1.7 0.2 0.6
-1.0 -0.1 -1.2
-0.4 -1.9 1.5
-0.3 -0.1 -0.4
0.7 1.8 0.9
-2.8 -0.2 1.3
0.9 0.5 0.1
-0.7 -1.5 1.5
-0.6 -0.6 -0.8
-6.6 0.1 0.7
0.5 -1.1 -0.4
0.3 -0.5 0.3
2.2 -0.2 -0.1
0.4 -0.1 -0.9
1.3 1.6 -0.3
-0.1 0.4 0.6
-1.5 -2.0 -0.3
-1.6 -0.6 -1.3
-1.6 -0.7 -0.3
1.2 0.5 2.7
0.5 -1.2 0.7
-0.6 -0.2 -0.8
-0.5 1.6 -0.1
0.9 -1.9 0.5
0.5 0.3 -0.2
-0.2 -0.2 0.3
0.4 1.4 1.6


No. 2
C12H25N3O3 | ωB97M-V/def2-TZVPD

Computed properties:
- Charge: 0
- 2S+1: 1
- Structure (SMILES): CC(C)C[C@H](NC(=O)[C@@H](N)CCCCN)C(=O)O
- HOMO-LUMO gap: 9.493 eV
- Energy relative to the best compared isomer or geometry (same formula, charge and spin): 3.618 eV

Each line ends with the Mulliken charge.
CARTESIAN COORDINATES (ANGSTROEM)
C: 1.67765 2.97122 -0.45333  -1.989
C: 2.24100 1.57811 0.16401  0.567
C: 1.70343 1.64490 1.62690  -0.899
C: 1.67753 0.38196 -0.61707  -0.375
C: 1.98976 -1.03147 -0.36090  0.482
N: 1.27219 -1.49359 0.87925  -0.062
C: -0.10254 -1.27395 1.12368  -0.092
O: -0.52976 -0.85615 2.15330  -0.661
C: -1.05066 -1.63103 0.02234  0.988
N: -0.52646 -2.78902 -0.73658  -0.529
C: -2.51003 -1.75650 0.44127  -0.972
C: -3.41452 -1.07247 -0.60829  -1.075
C: -3.61053 0.38784 -0.34032  -0.747
C: -2.45540 1.22727 0.12118  -0.500
N: -1.24161 1.29740 -0.84022  -0.478
C: 3.47315 -1.30033 -0.49011  0.009
O: 4.15622 -1.34316 -1.48735  -0.571
O: 3.99768 -1.67164 0.72107  -0.495
H: 0.69428 3.03472 -0.29056  0.735
H: 2.23911 3.81037 -0.10530  0.455
H: 1.93944 2.87622 -1.45998  0.478
H: 3.31993 1.70464 0.03566  0.443
H: 2.02131 2.60524 2.08071  0.480
H: 0.62019 1.43148 1.60979  -0.007
H: 2.07900 0.77569 2.26868  0.192
H: 2.05610 0.45866 -1.69901  0.293
H: 0.63887 0.40916 -0.77713  -0.297
H: 1.44843 -1.54100 -1.20356  0.332
H: 1.77129 -1.14493 1.77148  0.360
H: -0.96333 -0.65583 -0.56397  -0.133
H: -1.13653 -2.85967 -1.55393  0.272
H: -0.62644 -3.64337 -0.21533  0.285
H: -2.68640 -2.79162 0.54105  0.616
H: -2.66953 -1.19916 1.41106  0.333
H: -4.35771 -1.64196 -0.70524  0.355
H: -3.00231 -1.09677 -1.52089  0.521
H: -4.30526 0.39576 0.53237  0.291
H: -4.11268 0.94965 -1.09336  0.425
H: -1.99464 1.15427 1.15368  0.241
H: -2.77374 2.31772 0.07833  0.413
H: -1.41540 1.24358 -1.94459  0.151
H: -0.47502 1.88655 -0.62919  -0.197
H: 4.94394 -1.74879 0.96042  0.363

Forces on the atoms, in the same order (eV/Å):
4.3 -2.9 0.2
-1.7 1.8 0.6
1.3 -1.8 0.3
2.2 1.9 -3.1
-1.9 -1.5 0.2
1.6 1.0 2.5
1.0 -1.3 -1.9
0.1 0.8 2.2
0.8 0.5 -0.7
-0.7 1.2 -1.0
0.1 2.4 0.4
-1.1 -1.0 2.4
-1.0 0.0 2.8
2.8 3.8 -0.8
-2.4 -2.0 -3.0
2.3 -2.1 0.6
-1.3 0.8 0.5
-0.9 0.4 1.3
-3.6 0.7 0.6
0.1 0.5 0.7
-0.2 0.2 -2.0
0.0 -0.6 0.5
-0.6 -0.6 0.0
0.3 0.7 0.1
-0.1 1.3 -0.6
-0.3 0.5 1.1
-1.1 0.4 0.3
0.9 -0.1 0.8
-0.9 -0.9 -2.0
-0.1 -1.5 0.0
0.4 -0.3 0.1
-0.1 -0.2 0.3
-0.7 -1.2 0.3
0.2 -1.0 -0.8
0.1 0.6 0.2
1.9 -0.8 -3.6
0.2 0.4 -0.4
-0.4 0.0 -1.0
-0.8 -0.8 -1.1
-0.4 -1.3 0.5
0.2 0.5 3.6
-0.1 0.7 0.3
-0.5 0.2 -1.5


No. 3
C12H25N3O3 | ωB97M-V/def2-TZVPD

Computed properties:
- Charge: 0
- 2S+1: 1
- Structure (SMILES): CC[C@H](C)[C@H](NC(=O)[C@@H](N)CCCCN)C(=O)O
- HOMO-LUMO gap: 9.199 eV
- Energy relative to the best compared isomer or geometry (same formula, charge and spin): 3.773 eV

Each line ends with the Mulliken charge.
CARTESIAN COORDINATES (ANGSTROEM)
C: -1.75304 -4.44641 0.56926  -1.359
C: -2.09417 -3.13781 -0.04986  -0.384
C: -2.06117 -2.00064 0.97261  0.418
C: -3.29953 -2.36062 1.95506  -1.645
C: -2.11214 -0.62241 0.27087  -0.283
N: -0.98569 -0.26207 -0.65680  -0.108
C: 0.17969 0.27326 -0.32242  0.115
O: 0.57168 0.83281 0.73008  -0.879
C: 1.27213 0.50211 -1.45904  0.808
N: 0.86072 -0.38412 -2.45989  -0.659
C: 1.31618 1.85527 -2.09557  -1.145
C: 1.89257 3.04998 -1.42208  -0.814
C: 3.31026 2.86570 -0.69470  -0.665
C: 3.31213 2.33399 0.77926  -0.440
N: 2.63931 3.09243 1.71634  -0.490
C: -2.19232 0.51916 1.30409  0.268
O: -2.89265 1.51735 1.17598  -0.635
O: -1.31422 0.29446 2.26303  -0.435
H: -0.70696 -4.48921 0.98449  0.292
H: -2.53657 -4.79966 1.21013  0.381
H: -1.76283 -5.29859 -0.18754  0.358
H: -1.66073 -2.86924 -1.00758  0.386
H: -3.14667 -3.35520 -0.35662  0.166
H: -1.16951 -2.03571 1.56568  0.424
H: -3.20952 -3.35018 2.34239  0.474
H: -4.26346 -2.08610 1.55575  0.367
H: -3.22702 -1.81195 2.89176  0.414
H: -2.83234 -0.73045 -0.54188  0.419
H: -0.88771 -0.69547 -1.68863  0.480
H: 2.12646 0.21266 -0.86703  0.357
H: 1.18668 -1.32788 -2.62759  0.176
H: 0.78051 0.02083 -3.42018  0.193
H: 1.93652 1.71932 -3.15488  0.340
H: 0.29134 2.11215 -2.38233  0.366
H: 1.97714 3.80644 -2.10749  0.506
H: 1.17096 3.47629 -0.66545  0.286
H: 3.72469 3.82546 -0.66880  0.409
H: 3.91231 2.16140 -1.27301  0.304
H: 2.91536 1.32787 0.77263  0.073
H: 4.40520 2.16102 1.21979  0.284
H: 1.65525 3.21747 1.68191  0.245
H: 3.21780 4.00943 1.74395  0.253
H: -0.54663 0.87683 2.40429  0.376

Forces on the atoms, in the same order (eV/Å):
2.3 -2.5 -1.6
-1.8 0.2 -0.4
-1.6 -0.9 0.0
1.8 2.4 0.2
0.1 -0.5 -0.8
0.6 -1.9 -1.1
2.4 3.6 0.8
-1.1 -1.0 -0.5
-1.8 -1.5 1.6
-0.8 -1.6 -4.7
1.0 0.3 -2.8
0.6 -1.0 4.3
-1.7 -1.6 0.1
2.0 -2.2 -1.3
2.2 3.5 2.0
-1.2 2.2 -1.6
1.3 -1.8 0.4
-0.2 -0.8 1.5
-1.2 0.1 0.2
0.1 0.2 0.9
0.2 1.1 0.4
0.9 -0.3 0.0
0.3 0.9 0.1
0.6 -0.2 0.3
-0.2 -0.9 -0.5
-0.3 -0.4 -0.5
0.2 0.6 0.0
-1.3 0.7 1.0
-0.3 1.2 2.8
0.9 0.0 -0.5
0.5 0.2 0.9
0.3 -0.2 1.4
-1.5 0.2 2.6
0.0 -0.1 -0.3
0.4 1.8 -1.9
0.6 -0.6 -0.5
1.1 1.5 -0.2
0.2 0.3 -0.3
-0.2 -0.3 0.0
-1.9 0.6 -1.4
-0.6 0.1 -0.5
-2.2 -1.6 0.4
-0.6 0.2 -0.7


No. 4
C12H25N4O | ωB97M-V/def2-TZVPD

Computed properties:
- Charge: +1
- 2S+1: 1
- Structure (SMILES): COCCCCCCCCCCc1nn[nH][nH+]1
- HOMO-LUMO gap: 7.031 eV

Each line ends with the Mulliken charge.
CARTESIAN COORDINATES (ANGSTROEM)
C: -1.29062 3.76236 -0.72164  -0.779
O: -1.95667 2.62775 -1.21272  -0.248
C: -1.70214 2.42143 -2.59755  -0.592
C: -1.99792 0.99294 -2.98243  -1.128
C: -1.21417 -0.01119 -2.13255  -0.445
C: -1.91244 -0.36605 -0.79949  -0.633
C: -2.14764 -1.86309 -0.60163  -1.033
C: -0.92509 -2.67968 -0.13171  -0.734
C: 0.45253 -2.06963 -0.39263  0.094
C: 1.52204 -2.78998 0.46918  -1.041
C: 1.72977 -2.03680 1.78875  -0.857
C: 2.60744 -0.79720 1.56859  -0.241
C: 2.27051 0.32517 2.46434  0.148
N: 1.02719 0.70975 2.82104  0.085
N: 1.13580 1.76747 3.58728  -0.559
N: 2.39379 2.04893 3.73819  0.273
N: 3.13967 1.18155 3.04040  -0.055
H: -1.53107 4.66177 -1.29433  0.315
H: -1.62073 3.92020 0.29982  0.250
H: -0.20611 3.62034 -0.76101  0.293
H: -2.31170 3.12141 -3.17429  0.422
H: -0.64790 2.63345 -2.80165  0.392
H: -1.71883 0.88818 -4.02961  0.331
H: -3.06205 0.78036 -2.90461  0.390
H: -1.02469 -0.91356 -2.70891  0.576
H: -0.24017 0.42847 -1.90672  0.203
H: -1.33549 0.03816 0.02951  0.253
H: -2.86032 0.16110 -0.75751  0.622
H: -2.92389 -1.96723 0.15449  0.352
H: -2.55241 -2.27652 -1.52174  0.407
H: -1.01001 -2.93367 0.92336  0.388
H: -0.93281 -3.63310 -0.65821  0.261
H: 0.72185 -2.19467 -1.43676  0.328
H: 0.47816 -1.01601 -0.13036  -0.087
H: 1.21654 -3.80859 0.67836  0.421
H: 2.47976 -2.81870 -0.05059  0.398
H: 2.17243 -2.67038 2.55385  0.457
H: 0.75451 -1.73466 2.16620  0.456
H: 3.66291 -1.05116 1.62742  0.429
H: 2.42548 -0.43058 0.55466  0.322
H: 2.78556 2.81604 4.27056  0.262
H: 4.14892 1.15561 2.97266  0.306

Forces on the atoms, in the same order (eV/Å):
-0.2 0.0 -0.1
0.1 -0.2 -0.1
-0.2 0.1 0.3
0.2 -0.2 0.1
-0.1 0.3 0.3
0.1 -0.1 -0.3
0.1 0.3 0.4
0.0 0.1 -0.5
0.5 -0.9 0.5
0.0 0.7 0.0
-0.3 -0.3 0.0
-0.2 -0.1 -0.2
0.2 0.6 0.5
0.5 0.4 0.2
0.2 -0.1 0.1
0.2 -0.5 -0.5
-0.8 -0.9 -0.5
-0.1 0.1 -0.1
0.1 0.0 0.2
0.1 0.0 0.1
0.0 0.1 -0.1
0.1 0.0 -0.1
0.0 0.0 -0.2
-0.2 0.0 0.0
0.0 -0.1 -0.1
0.2 0.0 -0.1
0.0 0.1 0.2
-0.2 0.0 0.0
-0.1 -0.2 0.0
0.0 -0.1 -0.1
-0.1 0.2 0.2
0.0 -0.2 0.1
-0.1 0.3 -0.2
-0.1 0.3 -0.2
0.0 -0.2 0.0
0.1 -0.2 -0.1
0.1 0.0 0.1
-0.1 0.1 0.1
0.1 0.1 0.1
0.0 0.1 -0.1
-0.2 0.1 0.1
0.1 0.3 0.3


No. 5
C12H25N4O3S | ωB97M-V/def2-TZVPD

Computed properties:
- Charge: +1
- 2S+1: 1
- Structure (SMILES): CNC(=O)[C@H](CS)NC(=O)[C@@H](CCCC[NH3+])NC(C)=O
- HOMO-LUMO gap: 9.456 eV
- Energy relative to the best compared isomer or geometry (same formula, charge and spin): 2.206 eV

Each line ends with the Mulliken charge.
CARTESIAN COORDINATES (ANGSTROEM)
C: 0.12411 -2.31527 -3.69035  -0.908
N: -0.14354 -0.92627 -3.19390  -0.189
C: 0.50557 -0.30121 -2.20679  0.158
O: 1.35206 -0.87696 -1.54123  -0.795
C: 0.22344 1.19745 -2.00614  0.237
C: 1.50990 2.08226 -2.23885  -0.841
S: 1.29112 3.79816 -1.77480  -0.246
N: -0.18813 1.45034 -0.68376  0.137
C: -1.28609 1.01933 -0.25200  -0.267
O: -2.14540 0.38091 -0.90014  -0.703
C: -1.54504 1.32531 1.20074  0.323
C: -2.24717 0.05397 1.83654  -1.023
C: -1.51555 -1.26735 2.05423  -0.811
C: -1.31041 -2.14282 0.76098  -0.282
C: -0.01225 -2.99175 0.85934  -0.697
N: 1.17599 -2.11746 0.95447  0.284
N: -0.50543 1.98505 2.07491  -0.095
C: 0.73249 1.53249 2.20886  0.616
C: 1.73476 2.28853 3.04041  -1.471
O: 1.01555 0.60266 1.54788  -0.763
H: -0.74320 -2.92950 -3.66615  0.324
H: 1.05115 -2.77257 -3.20960  0.282
H: 0.38396 -2.20861 -4.72378  0.377
H: -0.95603 -0.47484 -3.62352  0.288
H: -0.50670 1.54112 -2.71285  0.420
H: 2.19881 1.79918 -1.41608  0.327
H: 2.08442 1.74917 -3.20942  0.407
H: 2.03884 4.41053 -2.71290  0.170
H: 0.56039 1.73237 0.01023  0.210
H: -2.26581 2.06390 1.07681  0.509
H: -2.56848 0.41914 2.83662  0.406
H: -3.10039 -0.24805 1.14326  0.418
H: -0.65544 -0.95081 2.58558  0.473
H: -2.31230 -1.91096 2.67772  0.337
H: -1.28762 -1.52118 -0.19209  -0.034
H: -2.09781 -2.80332 0.54050  0.604
H: 0.08224 -3.56040 -0.09056  0.341
H: -0.24984 -3.79109 1.68857  0.330
H: 1.76979 -2.33764 1.70644  0.422
H: 1.02549 -1.14977 0.99029  -0.173
H: 1.73671 -2.12818 0.06395  0.534
H: -0.62589 2.88947 2.46799  0.229
H: 1.77235 3.27277 2.64393  0.406
H: 2.76002 1.79809 3.14427  0.296
H: 1.13936 2.33381 3.93039  0.431

Forces on the atoms, in the same order (eV/Å):
2.0 1.1 0.7
-0.8 -0.6 -0.8
0.1 -0.1 -0.8
0.6 -0.2 1.0
1.6 0.8 -1.5
1.8 -2.7 -0.1
-0.5 1.0 -0.6
4.8 2.2 -0.4
-3.9 -2.2 1.5
1.3 1.2 0.4
0.4 -1.9 1.4
-1.3 0.7 -0.5
-3.0 -1.4 -0.4
2.4 2.1 -0.6
-2.8 -1.6 -0.4
1.1 -1.8 -1.9
-1.3 0.1 -0.4
0.4 2.5 0.7
-0.2 -1.3 0.1
2.4 -5.3 -2.3
-0.7 -0.5 0.6
-1.6 0.7 -0.2
0.2 0.0 -0.7
0.6 -0.1 0.4
-0.7 0.0 -0.3
-0.2 -0.7 -0.7
-1.4 1.3 1.6
-0.1 -0.3 0.1
-1.5 -0.6 -1.5
-1.7 1.3 0.4
-0.3 -0.4 -0.7
0.7 1.2 1.2
1.2 -0.9 0.7
2.2 1.5 -0.7
0.3 -0.5 1.3
-1.2 -0.9 0.3
0.1 0.3 0.7
1.6 1.8 -1.1
1.0 -0.5 1.3
-1.2 2.5 0.6
-0.6 -0.4 0.6
-1.0 0.6 0.1
0.5 1.0 -0.3
-1.8 0.6 -0.2
0.6 0.4 1.4


| no. | DFT total energy (Eh) |
| --- | --- |
| 1 | -862.123406 |
| 2 | -862.144372 |
| 3 | -862.138695 |
| 4 | -766.162568 |
| 5 | -1314.938643 |